114
Properties=species:S:1:pos:R:3:forces:R:3 method="wB97M-V/def2-TZVPD" total_energy_ha=-3785.7253 de_lowest_kj_mol=382.6 total_charge=+3 largest_force_ev_per_a=3.40 gap_ev="4.74 / 4.48" e_homo_ev="-13.80 / -13.80" s_squared=0.805 spin_multiplicity=2
Ir -0.858 -0.807 -0.063 -0.90 -1.84 -1.26
N -4.239 -0.241 -0.696 0.08 -0.14 0.11
C -3.982 -1.479 -1.114 -0.20 -0.04 0.01
N -4.983 -2.202 -1.585 -0.31 0.01 -0.06
C -4.709 -3.444 -1.983 0.25 0.40 0.13
N -5.680 -4.197 -2.470 0.03 -0.04 0.00
N -3.462 -3.980 -1.922 0.16 -0.29 -0.03
C -2.530 -3.210 -1.430 -0.46 -0.05 -0.21
N -2.709 -1.956 -1.006 1.13 1.26 0.17
C -1.176 -3.793 -1.326 -0.02 -0.28 -0.13
C -0.889 -4.987 -1.975 0.08 0.07 0.13
C 0.378 -5.532 -1.846 -0.01 0.10 0.06
C 1.307 -4.864 -1.061 -0.10 -0.04 -0.04
C 0.935 -3.680 -0.448 0.22 -0.07 0.17
N -0.280 -3.143 -0.575 -0.03 0.57 0.48
H -5.168 0.114 -0.852 0.01 0.03 0.01
H -3.461 0.383 -0.535 -0.05 0.08 -0.17
H -6.619 -3.837 -2.523 0.00 0.01 -0.01
H -5.478 -5.131 -2.784 -0.04 -0.01 0.01
H -1.664 -5.464 -2.555 -0.03 0.00 -0.01
H 0.630 -6.462 -2.335 0.02 -0.02 -0.02
H 2.302 -5.258 -0.914 0.05 0.02 0.02
H 1.632 -3.153 0.185 0.01 -0.03 -0.01
C -0.478 3.525 4.174 0.03 -0.08 0.00
C -1.551 3.104 3.162 -0.01 0.49 0.40
C -1.179 1.946 2.380 0.15 -0.27 -0.12
N -0.906 1.023 1.753 -0.12 0.40 0.58
H -0.808 4.427 4.683 0.00 0.01 0.00
H 0.468 3.731 3.677 0.01 0.01 -0.02
H -0.320 2.753 4.924 0.02 -0.02 0.00
H -1.749 3.925 2.468 -0.08 -0.09 -0.05
H -2.484 2.871 3.683 -0.03 0.02 -0.09
N -1.522 0.772 -1.015 0.14 -3.03 1.53
P -1.307 2.325 -1.303 0.87 1.68 0.13
C -0.889 2.695 -3.027 -0.17 -0.46 0.33
C -0.169 3.852 -3.317 -0.01 -0.05 0.00
C 0.086 4.182 -4.640 -0.02 0.02 0.05
C -0.380 3.364 -5.660 0.04 0.05 -0.01
C -1.098 2.213 -5.366 -0.07 -0.11 0.00
C -1.356 1.871 -4.047 -0.02 0.09 0.01
C 0.073 3.028 -0.356 -0.36 -0.19 -0.22
C 1.219 2.240 -0.270 -0.03 0.10 0.00
C 2.333 2.721 0.395 -0.01 -0.02 -0.04
C 2.299 3.985 0.974 0.03 0.03 0.02
C 1.163 4.773 0.874 -0.04 0.07 0.04
C 0.042 4.299 0.205 -0.05 -0.07 -0.02
C -2.846 3.216 -0.946 0.34 -0.40 -0.04
C -3.328 4.197 -1.807 0.06 0.02 0.03
C -4.531 4.827 -1.523 0.00 0.02 -0.01
C -5.264 4.460 -0.404 0.03 0.07 -0.08
C -4.787 3.475 0.451 0.03 -0.10 0.12
C -3.577 2.855 0.187 -0.02 0.16 -0.02
H 0.177 4.493 -2.518 0.09 0.02 -0.04
H 0.639 5.082 -4.867 0.01 0.01 -0.04
H -0.190 3.633 -6.690 0.00 -0.01 -0.03
H -1.471 1.590 -6.169 -0.01 0.00 -0.03
H -1.923 0.984 -3.792 -0.03 -0.03 -0.07
H 1.216 1.260 -0.734 0.11 0.02 -0.02
H 3.234 2.125 0.452 0.01 -0.02 0.04
H 3.168 4.362 1.496 0.02 0.01 -0.01
H 1.146 5.764 1.307 0.03 0.01 0.01
H -0.841 4.921 0.107 -0.02 0.00 0.03
H -2.771 4.469 -2.694 -0.02 0.02 -0.02
H -4.892 5.602 -2.183 -0.05 -0.01 -0.01
H -6.209 4.943 -0.200 -0.02 0.01 0.03
H -5.358 3.189 1.325 -0.03 0.02 0.01
H -3.190 2.093 0.854 -0.09 -0.03 0.00
N 5.773 -1.428 3.297 0.07 0.06 -0.23
C 6.533 -1.562 4.431 -0.33 -0.20 0.50
C 7.895 -1.744 4.641 0.35 -0.03 0.06
C 8.313 -1.862 5.952 -0.06 -0.04 -0.43
C 7.406 -1.827 7.025 -0.31 0.16 0.18
C 6.055 -1.656 6.823 0.08 0.04 0.01
C 5.604 -1.545 5.501 0.57 0.00 -0.37
N 4.342 -1.426 5.004 -0.53 0.21 -0.06
C 4.464 -1.345 3.699 0.15 -0.10 0.33
C 3.320 -1.204 2.828 -0.03 0.00 -0.05
C 3.403 -1.029 1.440 -0.17 -0.06 0.12
C 2.244 -0.935 0.701 0.32 0.11 -0.26
N 1.024 -0.996 1.247 -1.13 0.64 -1.18
C 0.935 -1.130 2.579 -0.18 -0.02 0.45
C 2.036 -1.244 3.391 0.02 -0.04 -0.20
H 6.131 -1.418 2.358 -0.01 -0.01 0.00
H 8.595 -1.818 3.820 0.04 0.11 0.01
H 9.367 -1.986 6.159 0.01 -0.05 0.00
H 7.784 -1.925 8.033 0.01 0.03 0.01
H 5.360 -1.573 7.646 -0.02 -0.15 0.03
H 4.354 -0.966 0.931 0.00 0.00 -0.05
H 2.286 -0.812 -0.374 -0.07 0.04 0.03
H -0.059 -1.138 3.003 0.03 0.01 -0.04
H 1.934 -1.372 4.459 -0.04 0.01 0.02
I -4.405 -1.723 5.248 0.21 -0.09 -0.37
C -3.243 -2.061 3.559 -0.18 0.01 0.26
C -2.700 -3.254 3.121 -0.17 0.35 0.13
N -2.000 -2.975 2.009 0.12 -0.35 -0.13
N -2.063 -1.673 1.704 1.08 1.02 -1.23
C -2.818 -1.102 2.632 -0.19 -0.03 0.24
H -2.779 -4.248 3.528 0.06 -0.08 -0.05
H -1.486 -3.611 1.420 0.05 0.04 0.01
H -3.035 -0.050 2.621 0.05 0.01 -0.08
O 0.535 -0.725 -1.990 -0.64 0.78 0.95
S 1.279 -1.527 -3.047 -0.10 -0.29 -0.68
C 0.031 -2.284 -4.168 0.20 0.07 -0.03
C -0.118 -1.378 -5.382 0.03 0.07 -0.03
C 1.264 -0.791 -5.642 -0.14 -0.05 0.02
C 1.756 -0.274 -4.299 0.23 -0.13 0.05
H -0.894 -2.421 -3.611 0.08 -0.02 0.14
H 0.446 -3.256 -4.439 -0.04 -0.04 0.02
H -0.824 -0.577 -5.162 0.00 -0.04 -0.02
H -0.492 -1.935 -6.241 -0.03 -0.02 0.02
H 1.231 0.020 -6.369 0.07 -0.01 -0.01
H 1.936 -1.563 -6.021 0.02 0.04 -0.07
H 1.257 0.648 -3.997 -0.08 -0.06 0.10
H 2.835 -0.141 -4.261 0.00 0.02 0.10



102
Properties=species:S:1:pos:R:3:forces:R:3 method="wB97M-V/def2-TZVPD" total_energy_ha=-2447.8769 total_charge=+2 largest_force_ev_per_a=0.65 gap_ev=6.66 e_homo_ev=-13.63
Sn -1.243 -0.786 1.344 -0.23 -0.11 0.09
C -0.427 0.656 4.729 0.00 -0.02 -0.03
C 0.423 0.806 3.497 0.01 0.03 0.05
C 1.157 -0.284 3.001 -0.01 0.06 -0.04
C 1.992 -0.137 1.894 0.01 -0.01 0.01
C 2.080 1.084 1.242 0.00 0.03 0.00
C 1.352 2.164 1.720 0.03 0.00 -0.04
C 0.541 2.029 2.839 0.03 -0.03 0.02
H 0.170 0.298 5.568 0.00 0.01 0.00
H -1.231 -0.071 4.579 0.00 0.01 0.00
H -0.876 1.605 5.014 -0.01 0.00 0.01
H 1.139 -1.223 3.547 -0.03 -0.01 -0.03
H 2.604 -0.967 1.565 -0.02 -0.03 -0.03
H 2.723 1.196 0.380 0.00 -0.01 -0.01
H 1.434 3.126 1.231 -0.02 0.02 -0.02
H -0.002 2.886 3.217 0.00 0.01 0.00
C -3.919 3.659 -3.759 0.06 -0.02 -0.04
C -2.742 4.076 -2.902 -0.13 -0.03 -0.07
C -2.615 5.580 -2.758 0.00 -0.03 0.01
O -2.850 3.448 -1.631 0.01 0.09 0.08
C -1.794 2.554 -1.367 0.18 -0.07 -0.03
C -1.194 2.365 -2.780 -0.04 -0.26 0.12
O -1.524 3.565 -3.463 0.14 0.12 0.11
C 0.304 2.336 -3.044 -0.03 0.43 -0.49
O 1.073 0.086 -1.788 -0.14 0.14 -0.15
C 1.238 3.127 -2.289 0.02 -0.27 0.13
C 2.583 2.714 -2.232 0.06 -0.01 -0.04
C 3.525 3.470 -1.563 -0.02 0.01 0.03
C 3.148 4.662 -0.955 0.01 -0.04 -0.02
C 1.822 5.084 -0.998 -0.03 0.00 0.02
C 0.869 4.318 -1.639 -0.02 0.07 0.03
C 0.688 1.815 -4.328 -0.05 -0.14 0.24
C 1.701 2.458 -5.070 0.05 -0.02 0.00
C 1.998 2.048 -6.355 0.05 0.02 0.01
C 1.313 0.981 -6.919 -0.02 0.00 0.01
C 0.309 0.329 -6.204 0.01 -0.02 -0.01
C -0.014 0.749 -4.935 -0.02 0.04 0.01
C -2.363 1.330 -0.569 -0.12 -0.24 -0.01
O -1.214 0.614 -0.084 0.34 0.21 0.01
C -3.154 0.317 -1.430 -0.11 0.08 0.04
C -4.530 0.115 -1.368 0.02 -0.02 -0.03
C -5.155 -0.840 -2.164 0.00 -0.02 0.01
C -4.423 -1.626 -3.035 -0.01 0.00 -0.02
C -3.044 -1.468 -3.083 0.01 -0.01 0.01
C -2.428 -0.518 -2.287 0.03 -0.01 -0.02
C -3.196 1.916 0.593 -0.16 -0.04 -0.03
C -2.764 1.856 1.912 0.23 -0.04 0.04
C -3.528 2.330 2.974 -0.06 0.03 -0.02
C -4.756 2.913 2.733 0.02 -0.01 0.03
C -5.189 3.036 1.420 -0.01 0.00 -0.01
C -4.423 2.555 0.372 -0.03 -0.04 0.01
H -4.849 3.923 -3.257 0.00 0.00 0.00
H -3.903 2.581 -3.929 -0.01 -0.01 0.02
H -3.880 4.172 -4.719 -0.01 -0.01 -0.01
H -3.600 6.036 -2.685 0.00 0.01 0.03
H -2.107 5.989 -3.631 -0.05 0.00 -0.02
H -2.056 5.835 -1.859 0.04 -0.02 -0.02
H -1.058 2.996 -0.687 -0.03 0.03 0.02
H -1.677 1.523 -3.272 0.02 -0.01 0.04
H 2.862 1.770 -2.680 -0.03 0.00 0.01
H 4.553 3.137 -1.518 0.00 0.01 0.00
H 3.890 5.268 -0.452 -0.01 0.00 0.01
H 1.535 6.019 -0.537 0.01 0.01 -0.02
H -0.142 4.687 -1.712 -0.04 -0.02 -0.03
H 2.197 3.326 -4.662 -0.01 0.01 0.01
H 2.751 2.574 -6.925 0.00 -0.01 -0.01
H 1.545 0.666 -7.928 0.00 0.00 0.00
H -0.227 -0.497 -6.652 0.01 0.00 0.00
H -0.792 0.230 -4.393 -0.01 -0.01 -0.01
H -5.145 0.675 -0.684 -0.01 0.00 0.01
H -6.225 -0.973 -2.084 0.00 0.01 -0.01
H -4.914 -2.361 -3.658 0.00 -0.01 0.01
H -2.447 -2.096 -3.733 0.00 0.00 -0.01
H -1.352 -0.436 -2.320 0.03 0.04 0.01
H -1.761 1.532 2.157 0.04 -0.03 -0.09
H -3.146 2.260 3.984 0.01 -0.01 0.01
H -5.360 3.283 3.550 -0.01 0.00 -0.01
H -6.136 3.512 1.204 0.00 0.00 0.00
H -4.792 2.683 -0.632 0.02 0.03 -0.01
C 5.930 -2.568 -2.979 -0.01 -0.02 -0.01
C 4.670 -2.617 -2.172 0.01 -0.01 0.02
C 4.604 -3.351 -0.993 0.03 0.02 0.00
C 3.439 -3.440 -0.248 0.00 0.02 0.03
C 3.445 -4.280 1.003 -0.01 -0.02 -0.01
C 2.304 -2.713 -0.683 -0.07 -0.02 0.00
C 1.118 -2.803 0.117 0.00 -0.20 0.12
O 0.123 -2.059 0.048 0.03 0.32 -0.26
C 2.358 -1.952 -1.878 0.01 -0.09 -0.06
C 1.173 -1.190 -2.413 0.01 0.09 0.10
C 3.526 -1.939 -2.606 -0.02 -0.02 -0.01
H 6.785 -2.923 -2.408 0.00 0.00 0.00
H 6.133 -1.555 -3.327 0.00 0.00 0.00
H 5.831 -3.201 -3.864 -0.01 0.00 0.00
H 5.487 -3.875 -0.650 -0.01 -0.01 -0.01
H 4.461 -4.590 1.238 0.00 -0.01 -0.01
H 2.851 -5.187 0.872 -0.01 0.01 0.01
H 3.058 -3.749 1.873 0.03 0.00 0.00
H 1.090 -3.616 0.851 0.03 0.06 0.06
H 0.253 -1.758 -2.286 0.00 -0.07 -0.03
H 1.322 -1.025 -3.483 0.04 0.02 0.00
H 0.327 0.111 -1.165 -0.02 -0.03 0.13
H 3.557 -1.405 -3.550 0.00 0.05 0.03